(1)
# C9H15N3NaO5

A structure of composition C9H15N3NaO5 in a non-equilibrium geometry (ωB97M-V/def2-TZVPD, the Open Molecules 2025 dataset).

Values from the calculation:
orbital gap	7.24	eV
net charge	-1
largest force on an atom	1.52	eV/Å
multiplicity	1
HOMO energy	-4.86	eV
molar mass	268.2	g mol⁻¹

Last column: natural (NBO) charge in e.
Geometry (Å):
Na: -0.97421 -0.31039 -0.70667  0.926
O: -0.75833 3.26835 -1.95914  -0.767
C: -1.36784 3.79821 -0.79314  -0.060
C: -0.50585 3.55744 0.41499  -0.231
N: -0.40745 2.14266 0.73479  -0.473
C: 0.92302 1.54043 0.74630  -0.352
C: 1.23044 0.62660 -0.47331  0.738
O: 2.07002 -0.27640 -0.29076  -0.750
O: 0.55881 0.82324 -1.54127  -0.835
C: -1.31203 1.69551 1.80774  -0.315
C: -1.58502 0.18217 1.71134  0.729
O: -0.96297 -0.55473 2.49895  -0.730
O: -2.34528 -0.17823 0.74854  -0.849
H: -0.38756 2.38315 -1.75530  0.510
H: -2.35047 3.34449 -0.61811  0.152
H: -1.52331 4.86933 -0.93682  0.154
H: -0.88655 4.12194 1.27645  0.167
H: 0.49238 3.93983 0.19411  0.189
H: 1.04500 0.93677 1.64621  0.232
H: 1.70528 2.30658 0.75387  0.195
H: -2.26067 2.21831 1.66985  0.196
H: -0.91376 1.92983 2.80016  0.166
C: 2.17226 -3.25920 -0.76219  -0.411
N: 0.80581 -3.75471 -0.98890  -0.468
C: 0.35584 -4.95304 -0.28584  -0.388
C: -0.11879 -2.96206 -1.53153  0.481
N: -0.93110 -2.26027 -1.97815  -0.473
H: 2.36250 -3.21151 0.31078  0.201
H: 2.26295 -2.24711 -1.15037  0.283
H: 2.89360 -3.93705 -1.22282  0.176
H: 0.40926 -4.80787 0.79420  0.200
H: 0.97749 -5.80551 -0.55739  0.189
H: -0.67346 -5.16677 -0.55657  0.217

Forces on atoms 1 to 6 (eV/Å):
Na -0.4 -0.5 -0.9
O -0.3 0.4 0.1
C 0.0 -0.4 -0.4
C 0.3 -0.2 0.4
N -0.1 -0.3 0.1
C -0.2 0.0 0.0

(2)
# C9H15N3O

The molecule C9H15N3O in a non-equilibrium geometry (ωB97M-V/def2-TZVPD, the Open Molecules 2025 dataset).

Values from the calculation:
orbital gap	9.75	eV
net charge	0
largest force on an atom	4.89	eV/Å
multiplicity	1
HOMO energy	-8.90	eV
molar mass	181.2	g mol⁻¹
energy above the lowest of the compared OMol25 structures with the same formula, charge and spin	69.05	kcal/mol

Last column: natural (NBO) charge in e.
Geometry (Å):
C: 2.19176 2.38436 0.00783  -0.656
C: 2.11368 0.83167 0.07826  0.158
C: 1.31079 -1.20765 -0.01449  -0.049
C: 0.91587 0.19078 -0.01212  -0.133
C: -0.49460 0.75238 0.13160  -0.238
C: -1.26001 0.27610 1.34345  -0.405
C: -2.07370 -1.02837 1.11445  -0.221
C: -1.98509 -0.67269 -1.24829  -0.229
C: -1.35947 0.70413 -1.22195  -0.425
H: 1.66514 3.03173 0.73717  0.225
H: 1.70423 2.66625 -0.96139  0.219
H: 3.24556 2.74338 -0.07641  0.234
H: 4.31222 -2.07180 -0.10782  0.489
H: 0.77219 -2.12034 -0.23369  0.225
H: -0.31071 1.74667 0.44090  0.224
H: -0.67089 0.30035 2.25523  0.219
H: -2.10175 0.97706 1.47664  0.208
H: -2.69953 -1.29697 2.05752  0.204
H: -1.31709 -1.81120 0.89034  0.157
H: -3.57453 -1.61745 -0.13316  0.365
H: -2.58876 -1.22638 -2.17827  0.217
H: -1.10780 -1.47905 -1.09324  0.151
H: -0.66250 0.84913 -2.05354  0.226
H: -2.33957 1.38524 -1.16822  0.228
N: 3.20080 0.05181 0.10389  -0.315
N: 2.67704 -1.22606 0.18109  0.087
N: -2.91903 -0.78916 -0.06264  -0.652
O: 3.35576 -2.34391 -0.25314  -0.513

Forces on atoms 1 to 6 (eV/Å):
C 0.6 0.0 -1.2
C 1.5 3.0 0.3
C 0.6 1.9 0.3
C -1.4 -4.7 0.3
C 0.3 -0.2 -1.1
C -2.3 -0.6 0.1

(3)
# C9H15N4

The ion C9H15N4 with charge +1 in a non-equilibrium geometry (ωB97M-V/def2-TZVPD, the Open Molecules 2025 dataset).

Values from the calculation:
orbital gap	8.87	eV
net charge	+1
largest force on an atom	3.49	eV/Å
multiplicity	1
HOMO energy	-11.78	eV
molar mass	179.2	g mol⁻¹
energy above the lowest of the compared OMol25 structures with the same formula, charge and spin	65.89	kcal/mol

Last column: natural (NBO) charge in e.
Geometry (Å):
C: -1.05096 -1.16397 -3.36775  -0.200
C: -0.25832 -1.92541 -2.48186  -0.163
C: -1.50833 0.05437 -2.91209  -0.192
C: -0.18084 -1.54841 -1.16267  -0.248
C: -1.24217 0.49194 -1.61166  -0.269
C: -0.51054 -0.28760 -0.66947  0.110
C: 1.00577 -1.10087 1.15635  0.635
C: 1.10094 2.20049 0.77786  -0.460
C: -0.31289 1.29265 2.53071  -0.436
N: 2.17152 -1.08389 0.75105  -0.704
N: 0.40949 -1.85251 2.06110  -0.812
N: -0.18792 0.00386 0.66606  -0.370
N: -0.13420 1.36433 1.04635  -0.211
H: -1.24153 -1.45467 -4.43069  0.236
H: 0.03983 -2.90290 -2.65889  0.223
H: -1.92710 0.69684 -3.66997  0.233
H: 0.34426 -2.23745 -0.60856  0.213
H: -1.59492 1.47997 -1.40104  0.195
H: 2.01216 1.56820 0.97462  0.250
H: 1.20781 2.29655 -0.41764  0.256
H: 0.93914 3.15448 1.34419  0.254
H: -1.19114 0.75195 2.87767  0.257
H: 0.69823 1.04498 2.97378  0.249
H: -0.60309 2.27662 2.96818  0.237
H: 2.67786 -0.49628 0.13929  0.405
H: 0.88850 -2.61924 2.50584  0.432
H: -0.63243 -1.88636 2.07587  0.429
H: -0.91910 1.88232 0.54336  0.453

Forces on atoms 1 to 6 (eV/Å):
C 0.9 -0.6 -0.6
C -2.9 1.5 -0.1
C 0.7 -0.3 -0.1
C 0.5 1.1 -0.9
C 0.6 0.0 0.8
C -1.2 0.1 -2.5

(4)
# C9H15NO

The molecule C9H15NO in a non-equilibrium geometry (ωB97M-V/def2-TZVPD, the Open Molecules 2025 dataset).

Values from the calculation:
orbital gap	8.33	eV
net charge	0
largest force on an atom	3.66	eV/Å
multiplicity	1
HOMO energy	-7.67	eV
molar mass	153.2	g mol⁻¹
energy above the lowest of the compared OMol25 structures with the same formula, charge and spin	186.41	kcal/mol

Last column: natural (NBO) charge in e.
Geometry (Å):
C: -0.23619 -0.83077 1.97844  -0.391
C: 0.03186 -0.97367 -0.49993  -0.077
C: 1.63364 -1.23117 -0.60223  -0.386
C: 2.08945 0.35794 -0.73058  -0.380
C: 1.37156 1.54614 0.09300  -0.370
C: -0.10476 1.18304 0.01135  -0.043
C: -1.51314 1.53813 0.26185  -0.477
C: -2.17998 0.23314 -0.43040  0.612
C: -1.47357 -1.25176 -0.61664  -0.476
H: 0.23580 -1.93225 1.86931  0.211
H: 0.14726 -0.32266 2.91093  0.213
H: -1.27948 -0.90409 2.02917  0.173
H: -0.05441 -0.43480 -1.44080  0.180
H: 1.94184 -1.99691 -1.50472  0.212
H: 1.85921 -1.87681 0.31099  0.209
H: 1.64097 0.67119 -1.77782  0.176
H: 3.17009 0.54583 -0.75810  0.222
H: 1.65216 2.48713 -0.47596  0.188
H: 1.94451 1.69246 0.96975  0.210
H: -0.08316 0.93986 -1.06950  0.191
H: -1.75853 2.41534 -0.38096  0.224
H: -1.76795 1.57425 1.27064  0.224
H: -1.86014 -1.52397 -1.60529  0.222
H: -2.04157 -1.89357 0.08852  0.223
N: 0.01556 -0.13941 0.69539  -0.545
O: -3.38100 0.12741 -0.59639  -0.545

Forces on atoms 1 to 6 (eV/Å):
C 1.7 -0.4 -1.2
C 0.9 -1.0 0.0
C -1.0 -2.4 -0.4
C -1.5 0.0 -2.2
C 1.4 1.3 -1.9
C 2.2 -1.1 1.9

(5)
# C9H15NO2

The molecule C9H15NO2 in a non-equilibrium geometry (ωB97M-V/def2-TZVPD, the Open Molecules 2025 dataset).

Values from the calculation:
orbital gap	8.73	eV
net charge	0
largest force on an atom	3.88	eV/Å
multiplicity	1
HOMO energy	-8.02	eV
molar mass	169.2	g mol⁻¹
energy above the lowest of the compared OMol25 structures with the same formula, charge and spin	101.04	kcal/mol

Last column: natural (NBO) charge in e.
Geometry (Å):
C: -0.36529 2.11905 2.33952  0.321
C: 0.90814 0.51277 0.78929  -0.460
C: 0.63295 1.68546 1.64158  0.112
C: -0.36299 -0.26952 0.45340  0.264
C: 0.65742 -0.77241 -1.69556  0.317
C: -0.84741 -1.18740 1.59344  -0.611
C: -1.46661 0.59477 -0.10989  -0.670
C: 0.63310 0.46007 -2.24969  -0.546
C: 1.56313 -1.80261 -2.30774  -0.671
N: -1.29447 2.59532 3.01935  -0.647
O: 0.02174 -1.19305 -0.50774  -0.528
O: 1.81092 2.45301 1.80155  -0.702
H: 1.46195 0.97745 -0.08619  0.263
H: 1.52062 -0.17064 1.34554  0.226
H: -1.67838 -1.70328 1.16857  0.220
H: -1.09540 -0.66966 2.59890  0.227
H: -0.06248 -1.88875 1.63997  0.218
H: -1.24937 1.64499 -0.35906  0.216
H: -2.28356 0.77041 0.52680  0.221
H: -1.87131 0.32242 -1.07564  0.236
H: 1.31915 0.65814 -3.17171  0.217
H: -1.86730 3.45891 2.76472  0.380
H: -0.02112 1.37301 -2.02244  0.221
H: 2.52362 -1.83962 -1.77209  0.225
H: 1.79992 -1.79405 -3.46613  0.233
H: 1.26418 -2.82880 -2.08028  0.232
H: 1.86399 3.01055 2.58446  0.486

Forces on atoms 1 to 6 (eV/Å):
C -3.1 1.2 0.4
C -0.7 1.2 -0.1
C 1.8 1.0 1.1
C 0.0 1.4 0.0
C -0.3 1.1 -0.1
C -0.2 2.1 0.6

(6)
# C9H15NO2

The molecule C9H15NO2 in a non-equilibrium geometry (ωB97M-V/def2-TZVPD, the Open Molecules 2025 dataset).

Values from the calculation:
orbital gap	9.22	eV
net charge	0
largest force on an atom	10.46	eV/Å
multiplicity	1
HOMO energy	-9.52	eV
molar mass	169.2	g mol⁻¹
energy above the lowest of the compared OMol25 structures with the same formula, charge and spin	235.41	kcal/mol

Last column: natural (NBO) charge in e.
Geometry (Å):
C: 5.16843 -0.89394 -0.61888  -0.313
C: 4.36868 0.06348 0.07555  0.256
O: 3.28778 1.06067 0.37674  -0.502
C: 2.11667 0.27305 0.79190  0.859
O: 2.24797 -1.08059 0.74300  -0.556
N: 0.80372 0.81194 1.31525  -0.662
C: 0.36820 2.08393 0.62038  -0.247
C: -1.03003 1.88869 -0.26704  -0.417
C: -0.90795 0.75854 -1.44753  -0.422
C: -1.07760 -0.79350 -0.94904  -0.432
C: -2.51729 -1.14905 -0.25067  -0.417
C: -2.18666 -2.29398 0.92296  -0.630
H: 5.64618 -1.74252 -1.30971  0.309
H: 0.85312 1.02618 2.34040  0.411
H: 0.06475 2.84601 1.48779  0.198
H: 1.20648 2.62298 0.00504  0.216
H: -1.95406 1.77181 0.44136  0.214
H: -1.17811 2.93440 -0.82356  0.214
H: 0.11474 0.89335 -2.03004  0.214
H: -1.77014 1.00019 -2.23301  0.211
H: -0.91317 -1.47261 -1.91675  0.210
H: -0.21190 -1.10654 -0.19687  0.239
H: -2.90794 -0.18682 0.28856  0.199
H: -3.31397 -1.62728 -0.96436  0.212
H: -1.82111 -1.77930 1.91880  0.211
H: -3.15230 -2.93784 1.15466  0.210
H: -1.30447 -2.97128 0.52506  0.215

Forces on atoms 1 to 6 (eV/Å):
C -6.7 6.9 4.3
C 4.4 -6.1 -6.0
O 0.4 -4.1 0.3
C 0.2 -8.0 0.7
O -0.9 8.9 0.4
N 3.0 1.4 -1.3